Computed, not measured: a cluster of 6 separate species, C51H91BF3N4O9PS2 in total at a distorted geometry, with the ωB97M-V functional and the def2-TZVPD basis.

```
162
Properties=species:S:1:pos:R:3:forces:R:3
C 7.607 -5.270 -0.329 -0.96 0.73 0.46
C 6.242 -5.216 0.526 0.83 -0.34 -0.08
B 5.027 -4.567 -0.329 0.70 -1.04 0.57
O 4.098 -5.459 -0.890 1.29 1.36 -0.60
C 4.984 -2.962 -0.519 -0.66 0.82 0.12
C 4.471 -2.163 0.454 0.29 -0.14 -1.74
O 3.989 -2.781 1.627 1.63 0.98 -1.29
N 2.622 -2.596 1.781 -0.55 -0.68 1.73
O 2.327 -3.115 2.795 -0.59 0.60 -0.96
C 4.446 -0.603 0.248 -0.09 -0.84 -0.63
O 4.659 0.164 1.149 -0.36 -0.31 -0.35
C 4.174 -0.172 -1.239 -0.23 0.24 -1.28
C 3.388 1.036 -1.541 1.40 -1.05 -1.84
C 2.762 1.947 -0.458 -1.61 -0.55 0.01
C 1.183 1.763 -0.562 -0.50 0.17 -0.25
O 0.726 0.614 0.160 0.06 0.75 -0.61
C 0.410 3.050 -0.035 -0.10 0.21 0.08
F 0.135 3.916 -1.092 0.56 -0.88 1.36
F 1.132 3.739 0.910 -0.98 -0.65 -1.18
F -0.805 2.741 0.524 1.42 0.35 -0.67
C 3.215 1.356 -2.984 0.61 -1.32 0.22
C 2.447 2.639 -3.474 0.78 0.29 0.03
C 3.468 3.805 -3.857 0.15 -0.75 -0.14
S 4.364 4.476 -2.367 1.05 -0.50 -0.14
C 5.884 3.498 -2.169 0.86 -2.01 0.52
N 6.160 2.526 -1.278 -1.21 1.97 -1.20
N 7.430 2.086 -1.473 1.28 1.45 -2.33
C 7.919 2.782 -2.518 -1.71 -0.49 1.50
O 6.988 3.664 -2.985 -0.08 -0.07 0.35
C 3.759 0.481 -4.044 0.12 -0.20 1.14
C 3.527 0.891 -5.541 0.11 -0.63 0.35
C 2.189 0.357 -6.135 -0.03 0.21 -0.21
N 1.411 -0.487 -5.574 0.51 0.91 -0.71
C 4.525 -0.754 -3.736 -1.57 1.24 2.20
P 5.189 -1.881 -5.062 1.05 -0.71 -1.48
O 5.203 -3.464 -4.545 -0.44 1.98 -0.58
O 4.205 -1.906 -6.418 0.42 -0.02 1.84
S 6.940 -1.280 -5.688 -0.41 -0.06 0.35
C 4.732 -1.036 -2.300 -0.75 0.81 -0.29
C 5.567 -2.274 -1.805 -1.18 0.59 1.03
O 6.586 -2.649 -2.323 -0.52 0.11 0.10
H 7.330 -5.543 -1.379 0.74 0.09 0.77
H 8.340 -5.980 0.134 -0.70 0.60 -0.60
H 8.025 -4.229 -0.311 -0.15 -1.06 -0.33
H 6.471 -4.632 1.455 -0.36 -0.43 -0.71
H 6.016 -6.272 0.846 -0.08 1.01 -0.29
H 4.629 -6.169 -1.302 -0.63 -0.05 0.64
H 3.018 1.673 0.594 0.08 0.09 -1.05
H 2.975 3.036 -0.581 0.14 -1.06 -0.17
H 0.853 1.614 -1.632 0.45 0.46 0.99
H -0.177 0.467 -0.183 0.54 -0.21 0.48
H 1.805 2.399 -4.369 0.66 0.19 0.94
H 1.773 3.074 -2.697 0.59 -0.53 -0.61
H 4.269 3.465 -4.558 -0.75 0.25 0.51
H 2.938 4.673 -4.335 0.53 -0.75 0.66
H 8.908 2.762 -3.019 -1.00 -0.12 0.59
H 4.427 0.502 -6.101 -1.13 0.46 0.26
H 3.535 1.999 -5.706 0.01 -1.02 0.33
H 1.873 0.801 -7.125 0.72 -0.24 0.82
H 0.616 -0.594 -6.224 0.22 -0.26 0.58
H 6.116 -3.801 -4.664 -0.46 0.38 0.10
H 4.699 -1.498 -7.157 0.00 -0.34 0.63
C 6.577 -7.664 -3.670 0.04 0.03 0.10
C 7.738 -6.881 -4.269 -0.11 0.04 -0.05
C 7.810 -6.971 -5.793 0.05 0.07 -0.07
C 8.033 -8.376 -6.356 -0.08 -0.07 0.07
C 9.295 -9.083 -5.861 -0.01 0.01 -0.17
C 10.582 -8.364 -6.247 0.07 -0.06 0.15
H 6.669 -8.735 -3.863 -0.05 0.04 0.01
H 6.550 -7.528 -2.585 -0.02 -0.07 -0.01
H 5.622 -7.320 -4.076 0.01 -0.05 -0.03
H 8.678 -7.217 -3.822 -0.01 0.04 -0.02
H 7.627 -5.827 -3.990 0.10 -0.01 0.02
H 8.603 -6.305 -6.149 -0.02 -0.02 0.00
H 6.878 -6.576 -6.216 0.03 -0.01 0.03
H 8.071 -8.308 -7.449 0.01 -0.01 0.04
H 7.166 -9.004 -6.126 0.00 0.03 -0.01
H 9.317 -10.088 -6.294 -0.04 0.01 0.07
H 9.259 -9.217 -4.776 -0.03 0.00 -0.01
H 10.657 -8.251 -7.331 -0.01 0.04 0.03
H 11.449 -8.935 -5.908 0.01 0.07 -0.05
H 10.643 -7.374 -5.791 0.01 -0.01 -0.05
C -6.512 1.092 2.500 -0.02 0.15 -0.04
C -6.439 0.774 1.012 -0.07 -0.10 0.04
C -5.658 -0.503 0.701 0.01 -0.04 -0.09
C -4.183 -0.483 1.110 -0.01 0.02 0.10
C -3.353 0.646 0.497 0.06 -0.18 -0.03
C -3.275 0.582 -1.024 0.06 0.16 0.02
H -5.523 1.282 2.922 -0.04 -0.03 0.03
H -7.117 1.987 2.664 0.01 -0.05 0.08
H -6.972 0.268 3.053 0.04 0.02 0.01
H -6.009 1.625 0.475 0.01 -0.03 -0.01
H -7.458 0.656 0.632 0.04 0.02 -0.03
H -5.737 -0.712 -0.370 0.01 -0.01 0.02
H -6.142 -1.346 1.207 0.00 0.05 -0.02
H -3.735 -1.443 0.832 0.00 0.04 0.00
H -4.106 -0.422 2.200 -0.01 -0.01 -0.03
H -2.337 0.582 0.899 -0.07 0.06 0.09
H -3.744 1.620 0.805 0.02 -0.02 0.02
H -2.853 -0.371 -1.355 -0.07 -0.01 -0.02
H -2.634 1.384 -1.403 -0.05 -0.02 -0.06
H -4.257 0.702 -1.485 0.05 -0.04 -0.03
C 4.779 6.040 6.232 -0.06 -0.07 0.14
C 5.226 4.637 5.840 0.08 0.07 -0.06
C 5.330 4.432 4.329 0.04 -0.09 -0.05
C 4.019 4.590 3.555 -0.05 0.10 0.05
C 2.884 3.666 4.000 0.01 -0.02 -0.17
C 3.202 2.187 3.815 -0.15 0.01 0.14
H 3.772 6.259 5.869 0.05 0.03 -0.01
H 4.765 6.141 7.319 -0.01 0.07 -0.05
H 5.462 6.794 5.832 -0.05 0.00 -0.02
H 4.548 3.899 6.279 0.01 0.00 -0.04
H 6.210 4.450 6.281 -0.04 -0.05 -0.01
H 5.750 3.440 4.136 -0.02 0.02 -0.02
H 6.055 5.147 3.923 -0.02 -0.03 0.04
H 4.222 4.415 2.493 -0.02 -0.02 0.03
H 3.675 5.627 3.627 0.03 -0.01 0.00
H 1.995 3.906 3.409 0.02 0.04 0.07
H 2.620 3.858 5.044 0.02 0.04 -0.01
H 3.436 1.964 2.771 0.08 -0.02 0.07
H 2.342 1.577 4.105 0.06 -0.04 -0.04
H 4.048 1.875 4.431 0.01 -0.03 -0.08
C -11.319 6.592 4.927 0.05 0.15 0.01
C -10.666 6.501 3.553 -0.10 -0.08 -0.01
C -10.230 5.085 3.179 0.04 -0.03 -0.09
C -9.170 4.464 4.092 -0.04 0.03 0.10
C -7.868 5.255 4.212 0.03 -0.17 -0.05
C -7.122 5.399 2.891 0.05 0.17 0.06
H -10.625 6.313 5.723 -0.05 -0.02 -0.01
H -11.648 7.615 5.121 -0.02 -0.06 0.05
H -12.194 5.940 4.987 0.05 -0.01 0.03
H -9.815 7.187 3.505 0.00 -0.04 -0.02
H -11.383 6.850 2.804 0.07 0.01 -0.01
H -9.866 5.089 2.147 0.00 -0.02 0.02
H -11.111 4.431 3.183 0.03 0.05 0.00
H -8.941 3.459 3.719 0.01 0.03 0.02
H -9.588 4.323 5.094 -0.01 -0.01 -0.04
H -7.216 4.737 4.923 -0.05 0.06 0.02
H -8.059 6.245 4.637 -0.03 -0.02 0.01
H -6.889 4.420 2.465 -0.03 0.03 -0.02
H -6.181 5.931 3.045 -0.02 -0.04 -0.08
H -7.704 5.964 2.159 0.03 -0.05 -0.01
C -10.735 -3.587 1.270 0.15 -0.04 0.05
C -11.003 -3.157 2.707 -0.11 -0.03 -0.04
C -12.040 -2.040 2.825 -0.04 0.03 0.09
C -11.659 -0.721 2.150 0.04 -0.04 -0.11
C -10.350 -0.096 2.635 -0.12 0.12 0.00
C -10.369 0.283 4.110 0.19 -0.03 0.00
H -10.310 -2.773 0.678 -0.04 -0.03 -0.01
H -10.022 -4.414 1.251 -0.04 0.02 -0.07
H -11.654 -3.924 0.785 0.03 0.05 -0.02
H -10.064 -2.858 3.183 -0.03 0.02 0.01
H -11.366 -4.024 3.267 0.04 0.05 0.03
H -12.247 -1.861 3.884 0.00 0.02 -0.03
H -12.985 -2.387 2.390 0.05 -0.01 0.02
H -12.473 -0.005 2.307 0.04 -0.01 0.00
H -11.597 -0.869 1.067 -0.02 -0.01 0.03
H -10.165 0.811 2.049 0.04 -0.07 -0.03
H -9.509 -0.767 2.437 -0.02 -0.01 -0.03
H -11.182 0.982 4.324 0.00 -0.04 0.02
H -9.428 0.764 4.386 -0.07 0.00 0.06
H -10.491 -0.594 4.750 -0.03 0.05 0.01
```
Forces are in eV/Å.

As for the SMILES: [H]/N=C/Cc1c(CCSc2nnco2)c(C[C@@H](O)C(F)(F)F)c2c(c1P(O)(O)=S)C(=O)C(B(O)CC)=C(ON=O)C2=O.CCCCCC.CCCCCC.CCCCCC.CCCCCC.CCCCCC. Its charge is 0. The spin multiplicity is 1. For the gap between HOMO and LUMO, the calculation gives 7.9 eV. For the HOMO energy, the calculation gives -8.94 eV. As for the largest force on an atom: 3.027 eV/A.